Record 1
{
  "formula": "C28H73N4O19S2V",
  "method": "ωB97M-V/def2-TZVPD",
  "lumo_ev": [5.431, 5.431],
  "charge": -3,
  "gap_ev": [2.9603, 2.9595],
  "multiplicity": 4,
  "elements": ["O", "O", "C", "H", "O", "H", "H", "C", "C", "C", "C", "H", "H", "H", "C", "C", "H", "H", "C", "C", "C", "C", "C", "O", "H", "H", "C", "H", "H", "H", "S", "V", "C", "H", "H", "H", "O", "H", "C", "C", "H", "C", "H", "C", "H", "O", "C", "H", "O", "H", "H", "H", "H", "H", "N", "H", "H", "H", "H", "O", "H", "C", "C", "H", "H", "H", "H", "C", "H", "O", "H", "N", "H", "O", "H", "O", "N", "C", "C", "H", "C", "H", "H", "H", "H", "C", "O", "H", "O", "H", "O", "O", "H", "H", "H", "H", "H", "H", "O", "H", "H", "O", "H", "H", "O", "C", "H", "H", "H", "H", "H", "H", "O", "C", "S", "H", "N", "H", "H", "H", "H", "H", "H", "H", "H", "H", "H"],
  "xyz": [[16.391602, 2.692408, -29.990590], [22.490238, 6.585010, -28.487148], [21.735598, 1.367446, -27.224402], [14.660741, 9.919755, -25.199576], [15.860442, 8.266020, -25.160933], [15.790883, 5.048220, -34.188547], [16.816042, 8.252778, -25.070077], [20.784496, 5.214581, -27.231802], [15.412025, 4.918793, -25.260878], [22.270289, 5.647900, -27.409331], [19.137254, 9.046073, -26.872675], [20.962721, 9.979853, -27.610906], [12.578566, 3.233392, -29.426838], [11.908259, 3.093245, -31.114302], [19.058303, 6.133044, -22.720856], [23.881969, 6.949457, -28.618458], [21.669829, 6.315631, -22.668618], [11.602771, 4.372182, -23.449029], [22.972158, 2.004173, -23.236869], [16.407350, 3.263419, -35.132082], [17.080339, 7.450277, -30.211717], [20.160124, 4.207956, -29.256364], [12.665079, 2.759303, -30.404508], [23.978501, 2.721567, -25.380135], [13.233064, 5.470610, -25.332351], [16.293082, 2.180245, -35.089893], [15.686971, 3.975416, -34.026104], [21.334286, 5.441844, -24.143865], [19.460585, 7.034502, -22.258657], [15.059023, 4.725059, -27.937619], [18.296641, 3.415158, -24.923275], [17.949930, 5.740650, -27.342940], [18.614582, 2.527279, -35.725392], [16.503457, 7.439946, -31.136487], [19.590034, 3.330653, -31.004022], [18.155862, 5.999510, -22.124293], [18.379252, 4.673573, -25.616107], [24.579396, 6.136947, -28.822276], [25.071911, 3.275148, -26.032994], [22.295870, 4.246854, -22.737159], [24.785940, 3.146418, -27.076904], [20.599356, 8.958350, -27.498583], [20.614704, 4.453153, -26.470547], [14.963255, 5.742713, -27.559043], [24.710032, 3.245906, -23.600963], [22.297526, 0.353676, -26.328262], [21.331640, 5.355088, -23.057323], [18.251425, 1.529404, -35.479536], [17.481561, 3.891814, -28.188701], [20.206177, 5.533425, -33.401228], [14.274107, 6.367444, -24.130820], [22.000189, 3.133373, -24.329599], [15.289713, 7.866333, -28.231157], [24.013793, 7.644841, -29.447411], [16.176773, 3.735070, -32.664094], [18.125714, 7.289891, -30.475472], [21.104417, 0.857911, -27.952486], [22.387945, 4.116804, -21.658872], [19.591131, 2.726578, -35.284111], [19.640164, 2.958153, -24.647648], [18.771052, 2.594125, -36.802035], [15.446079, 6.848492, -28.588445], [19.473162, 4.323875, -30.570484], [13.431047, 4.581551, -32.653732], [20.977055, 1.980459, -26.737642], [13.918473, 5.984069, -27.363360], [22.768214, 4.772785, -27.826881], [24.251399, 2.374436, -24.068167], [12.665690, 1.669353, -30.415363], [17.685628, 1.477862, -28.289074], [22.571144, 6.074373, -26.452408], [15.770427, 5.852517, -26.389570], [20.711174, 8.511918, -28.486659], [13.579479, 4.484054, -23.567104], [23.241710, 1.615033, -22.255035], [17.484404, 2.421939, -25.650568], [21.876007, 3.011423, -23.334705], [14.015800, 5.406826, -24.576469], [13.874213, 4.505548, -31.660790], [15.945797, 9.661571, -26.349761], [19.403967, 5.236173, -32.725809], [24.376988, 7.553598, -27.858154], [25.984785, 2.754596, -25.743525], [16.398852, 10.131795, -24.615857], [12.444519, 4.215161, -21.937132], [15.404155, 4.713244, -31.793012], [19.990684, 5.033790, -22.565658], [20.333475, 6.008551, -26.636571], [20.049176, 5.309813, -31.433475], [18.776871, 6.290226, -23.762102], [18.410454, 7.878511, -26.819179], [13.809971, 3.215551, -31.103623], [24.988664, 1.573302, -24.015945], [18.568782, 9.809202, -27.404255], [21.655960, -0.248256, -25.944004], [14.681750, 3.636396, -34.276511], [25.122580, 4.356444, -25.905223], [19.957911, 3.237434, -28.803256], [15.838212, 2.306822, -27.629490], [14.695984, 6.769088, -29.375307], [18.503222, 5.826210, -32.894979], [17.755155, 3.494509, -35.115204], [19.167119, 4.246792, -33.117115], [16.211550, 5.049703, -24.531697], [16.740475, 6.542035, -29.172054], [12.402302, 4.808656, -22.850411], [21.352662, 8.497157, -26.859886], [20.274426, 6.101966, -28.971078], [23.301946, 4.572275, -23.001762], [15.681028, 6.786043, -26.014538], [16.012683, 3.464776, -36.127980], [15.776587, 5.672728, -32.151862], [17.976759, 3.575061, -23.505627], [15.706202, 9.624044, -25.287078], [16.874614, 2.634362, -28.576531], [16.864622, 8.471969, -29.899115], [19.928068, 5.342456, -28.402511], [16.022762, 4.648661, -30.897883], [13.508912, 5.356855, -31.086390], [15.260858, 3.904960, -25.631545], [21.185219, 4.061315, -29.596608], [22.474246, 1.092029, -23.565768], [22.484861, 1.994593, -27.707512], [17.152876, 3.982701, -32.741620], [18.401737, 4.401085, -30.385589], [12.237230, 5.860343, -22.616313], [19.436079, 9.368386, -25.875213]],
  "forces_ev_per_angstrom": [[0.9, 0.7, 0.4], [1.3, 1.1, 0.4], [-1.7, -1.2, 0.6], [0.0, 0.1, 0.5], [0.0, -1.1, 2.3], [-0.5, 0.6, -0.6], [0.7, -1.5, -0.5], [0.1, 4.0, 1.3], [-1.7, 1.2, 0.0], [-0.8, -1.3, -1.3], [1.3, -2.2, -0.5], [0.0, 0.5, -0.1], [-0.1, -0.3, 0.2], [-1.4, -0.1, 0.5], [0.7, -0.7, 0.3], [-0.6, 0.3, -0.6], [0.1, 0.3, 0.3], [-0.8, 0.5, 0.1], [-0.5, -0.6, -0.8], [-0.1, -1.6, -0.5], [0.1, 0.5, 0.5], [0.3, -1.0, -1.3], [0.3, 1.3, -1.9], [-0.8, -0.3, 0.0], [-0.1, 0.3, -0.2], [-0.5, -0.5, 0.7], [0.7, -0.2, -0.4], [-0.4, 0.1, -0.4], [0.7, 0.6, -0.2], [0.0, -0.1, -0.4], [-0.2, -6.1, 3.0], [-0.7, -0.9, 0.3], [-0.3, 0.7, 1.0], [-0.5, -1.1, -0.1], [0.0, -0.1, -0.5], [0.0, -0.9, -0.2], [-0.1, 4.7, -2.3], [-0.3, -0.7, 0.1], [-1.0, 0.0, -0.8], [-0.4, 0.3, 1.0], [0.7, -0.1, -0.3], [-0.5, 0.5, -0.2], [0.0, -1.2, -0.8], [0.9, 1.3, -1.0], [0.3, 0.2, 0.4], [1.1, 0.8, -0.6], [-1.9, -0.4, 0.1], [0.2, -0.2, 0.1], [1.7, 3.4, -0.2], [-0.2, 0.6, -0.3], [-0.5, 0.3, 0.1], [-1.7, 0.4, -0.6], [0.9, 0.2, 0.5], [-0.7, -0.2, -0.5], [-2.6, -0.2, -1.5], [0.0, 0.1, 0.2], [0.3, -0.1, -0.6], [-0.4, -0.1, 0.4], [0.0, -0.3, 0.1], [4.6, -1.4, -3.0], [-0.6, 0.3, -0.4], [-1.1, -2.3, -0.6], [-1.0, -1.4, 0.3], [-0.5, -0.2, -0.3], [0.3, 0.3, 0.7], [-0.5, 0.0, -0.1], [0.8, -0.4, 1.1], [-0.7, -0.1, 1.7], [0.3, 0.2, 0.5], [4.4, -1.3, -2.2], [0.6, -0.4, 0.0], [0.4, -0.8, 1.2], [-0.4, -0.2, 0.0], [0.7, 0.6, 0.3], [0.4, 1.0, 0.7], [0.6, 1.6, 1.1], [2.9, -1.0, 0.5], [1.6, -0.9, -0.3], [2.5, -0.7, 0.2], [0.4, 1.9, -0.3], [1.7, 0.1, 0.0], [-0.7, -0.2, 1.2], [0.3, 0.1, -0.3], [-0.3, 0.6, -0.2], [0.0, 0.2, 0.2], [2.9, -0.5, -0.3], [1.1, 1.6, 0.0], [0.4, 0.6, 0.6], [-1.4, -0.3, -0.9], [0.1, -0.1, -0.1], [-0.1, 0.0, 0.0], [0.3, -0.2, 0.2], [0.2, -0.4, -0.1], [0.0, 0.7, -0.1], [-0.7, 0.6, -0.4], [-0.6, 0.3, 0.9], [0.3, 0.2, 0.5], [-0.9, 0.3, 0.3], [-4.9, 1.9, 0.6], [0.0, 0.0, -0.6], [0.0, 0.4, 0.5], [2.6, 0.6, -0.5], [0.0, -0.5, 0.8], [-0.2, -0.7, 0.1], [-1.0, 0.9, 0.2], [0.7, -1.2, -0.9], [-0.4, -0.4, 0.3], [0.0, 0.7, 0.4], [0.4, 0.4, -0.5], [0.1, 0.0, -0.2], [-0.5, 0.7, -0.3], [-1.1, 0.9, -0.5], [-4.3, 1.8, 1.5], [-0.5, 0.5, -1.8], [-2.5, -4.3, 0.6], [0.6, 0.3, 0.5], [0.7, -1.5, -0.1], [-1.2, -0.5, 1.0], [-0.3, -0.2, 0.6], [0.7, -0.1, 0.0], [1.0, 0.6, 0.5], [0.3, -0.1, -1.0], [0.4, -0.4, 0.3], [0.1, 0.1, 0.9], [-0.3, 0.6, -0.3], [0.1, 0.2, -0.1], [-0.5, 0.7, 0.7]]
}

***

Record 2
{
  "formula": "C28H73N5O10",
  "method": "ωB97M-V/def2-TZVPD",
  "lumo_ev": 0.647,
  "charge": 0,
  "relative_energy_ev": 1.192,
  "gap_ev": 8.7670,
  "elements": ["O", "H", "H", "O", "N", "H", "H", "C", "H", "H", "N", "H", "H", "C", "C", "H", "C", "C", "H", "C", "H", "H", "H", "C", "H", "C", "H", "H", "H", "H", "H", "C", "N", "H", "H", "H", "H", "H", "O", "C", "H", "H", "C", "H", "H", "H", "O", "H", "H", "H", "H", "H", "H", "H", "H", "H", "N", "C", "H", "H", "H", "O", "H", "C", "C", "C", "H", "H", "H", "C", "H", "C", "H", "H", "N", "O", "H", "C", "H", "H", "H", "H", "C", "H", "H", "H", "H", "C", "H", "H", "C", "O", "H", "H", "H", "H", "H", "C", "H", "H", "O", "H", "H", "C", "H", "C", "O", "H", "C", "H", "C", "C", "H", "C", "H", "O"],
  "xyz": [[0.893312, 3.611487, -2.294754], [4.247315, -3.020732, -2.927160], [0.084113, 2.565792, 1.713413], [-4.547381, 3.771660, -5.374010], [4.016359, -0.549003, -1.881339], [-0.141573, 1.465132, 3.836675], [-5.451141, -1.801210, 0.720438], [4.756552, -0.398075, 0.415484], [0.573636, 4.881246, -0.710932], [-4.387232, 0.375692, -0.618561], [-1.764380, 3.860742, -2.956117], [-3.071873, -1.170901, -3.818089], [-1.592045, -4.815185, 0.698937], [-1.866661, -3.907554, 1.230175], [3.763976, -1.007615, -0.535858], [2.446472, 2.265083, -2.511009], [-1.206407, 4.799242, -1.971830], [-3.520953, 3.218637, -4.632978], [4.747142, -0.755923, 1.468997], [3.214145, -2.608809, -3.211187], [2.380151, -5.691068, 2.758911], [-1.613263, -4.206498, 2.260431], [-3.448838, -1.983473, -2.268616], [0.093692, -2.903998, -0.046342], [-0.359590, 3.342577, -0.618248], [-1.117564, 4.875395, 2.193824], [-2.715970, 2.876140, -5.241373], [3.480117, -4.750834, -1.589866], [2.757673, 3.566060, -1.330710], [0.580499, -0.156858, 5.092747], [3.856680, -0.728805, -4.020520], [1.983589, 2.870294, -1.752532], [1.798207, 1.180333, 3.036701], [-3.050784, 0.591051, 1.914695], [3.061755, -3.010776, -4.215627], [-3.246961, -0.842712, -0.141366], [2.401986, -5.153325, -3.014317], [4.578661, 0.678189, 0.349270], [6.060825, -0.782406, -0.079630], [-3.194482, 1.461719, 1.281292], [3.319472, -4.892281, 1.411999], [-1.044843, 0.302046, 0.999477], [-3.330992, 0.105406, -0.620469], [-4.256342, 1.743854, 1.317192], [2.635511, -4.022666, 2.833355], [-0.016371, -3.592189, -0.841265], [-2.666728, 1.165128, -0.003571], [-0.905542, 5.763280, -2.412198], [0.614915, -2.732463, 6.207568], [6.978707, -0.010444, 1.618823], [0.318591, -1.979523, -0.512481], [-1.919211, 5.022392, -1.141279], [2.170093, -3.341403, 0.149185], [-2.676028, 2.331360, 1.543557], [8.083431, -0.210368, 0.203486], [-1.068108, 3.628869, -3.660275], [-1.153132, -2.790734, 0.667115], [0.795038, 1.979447, 3.649242], [3.230945, -0.260312, 3.599729], [2.328171, -0.689876, -3.142508], [-3.404726, -3.421035, -0.094089], [-0.653027, -0.015236, 1.803333], [-1.866367, 4.273301, 1.687663], [2.443990, 0.345792, 4.068936], [-5.251639, 2.776793, -6.186396], [1.269047, -3.304088, 0.811013], [3.761195, -2.047354, -0.358116], [-3.816405, 4.599306, -3.047328], [-5.777787, 2.020543, -5.674581], [0.018945, 4.159356, -1.239715], [0.317573, 0.151292, 1.867495], [2.447046, -4.517203, -2.091732], [-5.888659, 3.342624, -6.835921], [1.409853, -2.558035, 1.559888], [-1.323252, -0.183946, -2.080616], [-3.739413, -2.556188, 1.845445], [-4.046150, -4.510161, 1.214574], [3.310652, -1.081733, -3.098884], [6.821804, 1.078915, 0.286001], [0.569051, -1.100244, 6.954621], [-5.483622, -1.542078, 2.438552], [4.995535, -0.689338, -2.092310], [-2.754353, -0.006247, -2.071066], [2.747736, -0.706517, -0.096133], [1.048578, 2.458258, 4.587651], [1.916111, -2.378244, 7.386029], [1.688604, -4.889813, -1.395524], [7.051511, 0.053026, 0.515399], [-3.923946, 2.439079, -4.066463], [-2.788101, 5.291832, -4.335318], [-3.323911, -3.707625, 0.970916], [1.212249, -4.529147, 1.525297], [-5.744228, -3.184959, 1.880816], [2.918899, 0.832778, 4.900700], [2.554074, 1.733831, 2.647353], [-4.515871, -0.654480, -2.971851], [-0.412172, 5.182046, 1.490207], [0.361110, 3.081198, 2.674585], [1.054713, -1.330855, 3.759697], [-1.679317, 5.724492, 2.739478], [-0.559837, 4.004926, 3.179922], [-2.924400, 0.986509, -2.606261], [1.211225, 3.661587, 2.356155], [1.202187, -1.939081, 6.669630], [-0.798151, 0.558872, -1.725458], [2.483435, -4.811343, 2.115781], [2.281203, -3.137799, -2.320586], [-1.186330, -1.960731, 1.257788], [1.454252, -0.671133, 4.622204], [1.542822, 2.296480, -0.922623], [-3.542754, -1.039729, -2.828581], [-5.141251, -2.276114, 1.687037], [-1.065208, -1.023755, -1.490556], [-2.962738, 4.342062, -3.696736], [-4.569016, 2.274980, -6.921474], [2.131883, -1.425847, 5.668430]],
  "forces_ev_per_angstrom": [[-0.5, 0.4, 0.7], [-0.9, 0.4, -0.2], [-0.6, 0.4, 0.7], [-1.6, -0.8, -1.6], [0.0, -0.1, -1.6], [0.1, -0.7, 0.0], [0.6, -0.7, 0.3], [1.2, -0.5, -0.5], [0.6, 1.0, 1.0], [-0.4, -0.2, -0.4], [-1.1, 0.6, -0.2], [-0.2, -0.1, 0.3], [0.2, -0.2, -0.5], [0.6, -1.1, -0.3], [-2.0, 0.7, 1.3], [0.0, -0.3, -0.3], [0.6, -0.4, 0.6], [1.0, 2.2, 0.9], [-0.7, 0.2, -0.5], [2.4, -0.5, 0.6], [0.0, -0.2, -0.6], [-0.2, 0.6, 0.1], [-0.6, 0.0, -0.4], [-0.6, -1.5, 1.9], [0.2, -0.1, 0.1], [-2.2, -0.6, 2.4], [0.7, -0.6, -0.8], [-1.5, 0.5, -0.9], [-0.5, -0.5, -0.2], [0.5, -0.4, -0.4], [-0.4, -0.1, 1.1], [-0.6, 1.3, 1.1], [1.2, -1.1, 0.8], [0.1, 0.2, 0.5], [-0.3, 0.4, -0.3], [0.5, -0.9, 0.9], [0.0, 0.7, 0.4], [0.5, 0.3, 0.2], [0.2, 0.8, 0.3], [-0.6, -0.8, -0.7], [-0.2, 0.0, -0.1], [0.0, 0.6, -1.0], [-0.2, 1.0, -2.2], [-0.1, -0.3, -0.6], [0.8, 0.7, 0.3], [-0.2, -0.9, -1.0], [0.2, 0.2, 0.7], [0.0, -0.1, 0.0], [-0.3, -0.1, 0.2], [0.2, -0.2, -0.3], [0.4, 1.0, -0.3], [0.1, -0.2, -0.8], [-0.5, 0.3, 0.5], [1.0, 1.0, 1.1], [-0.9, 0.0, 0.0], [0.2, 0.1, 0.4], [-0.4, 1.2, 0.2], [-2.1, 2.4, -0.4], [0.0, 0.3, -0.1], [-1.1, 0.6, 0.0], [-0.3, 0.0, 0.4], [1.0, -0.7, 1.2], [-0.3, 0.2, -0.5], [-0.2, -1.9, -0.9], [2.3, 1.6, -1.3], [1.6, -0.3, -0.7], [0.2, -1.6, -0.3], [0.6, 0.0, 0.3], [-0.6, -0.7, 1.2], [-0.7, -1.2, -3.2], [-0.9, 0.2, -0.4], [1.6, -1.1, 0.4], [-0.7, 0.3, 0.0], [0.3, 1.1, 0.6], [0.0, -3.6, 0.1], [-0.9, -0.7, -1.4], [0.7, -0.1, -0.1], [0.9, -0.6, 0.3], [0.2, 0.7, -0.4], [0.0, -0.3, 0.7], [0.6, -0.3, 0.0], [0.2, 0.1, 0.4], [-0.7, 2.4, 0.4], [1.0, -0.1, -1.1], [0.6, 0.1, 0.4], [-0.9, 0.4, 0.3], [0.0, 0.3, -0.2], [-0.1, -0.6, 0.6], [-0.3, -1.5, 1.2], [0.0, -1.3, 0.8], [-1.3, 1.8, 1.2], [-0.1, -0.9, -0.8], [0.2, 0.2, -0.3], [0.0, 0.9, 0.4], [-0.3, 0.3, -0.2], [-1.3, -0.1, 0.1], [1.3, 0.9, -1.0], [0.7, -0.3, -1.4], [0.6, 0.7, 1.4], [1.2, -1.2, -0.9], [-0.4, 0.0, 0.6], [0.1, -1.0, 0.9], [1.0, 0.3, -0.1], [1.7, 0.0, -1.7], [0.5, 1.6, 0.6], [-1.2, 0.1, 0.6], [-0.6, -0.4, 0.4], [0.1, -0.3, -0.1], [-0.5, -0.8, 0.3], [0.6, -0.4, -0.1], [2.3, -0.7, -0.3], [-0.1, 0.2, 0.3], [-0.5, 1.1, -1.0], [-0.2, 0.4, -0.7], [0.0, 0.3, 0.8], [-1.1, 0.5, -0.8]]
}